# 1
Below is C48H54IN2O2P2V as an isolated structure in a non-equilibrium geometry, with properties calculated with ωB97M-V/def2-TZVPD.

Structure (XYZ):
```
110
C48H54IN2O2P2V, DFT ωB97M-V/def2-TZVPD
V -0.79 -0.18 0.40
C -3.95 1.80 -2.29
C -3.36 0.55 -3.04
C -3.57 0.82 -4.53
P -1.56 0.12 -2.28
C -0.85 -0.86 -3.76
C -0.73 -2.39 -3.49
C 0.51 -0.35 -4.31
C -0.85 1.76 -2.42
C -0.74 2.45 -3.63
C -0.10 3.69 -3.74
C 0.03 4.56 -4.93
C 0.61 4.16 -2.63
C 0.60 3.50 -1.41
C -0.18 2.31 -1.28
N -0.21 1.64 -0.07
C 0.43 2.17 1.06
C -0.15 3.28 1.76
C 0.58 4.11 2.62
C 1.98 3.92 2.68
C 2.95 4.94 3.18
C 2.48 2.81 2.08
C 1.75 1.80 1.46
P 2.45 0.18 1.30
C 3.81 0.30 0.04
C 5.14 1.01 0.50
C 3.34 0.92 -1.30
C 2.87 -0.35 2.97
C 1.62 -0.75 3.87
C 3.98 -1.45 3.04
H -5.03 1.79 -2.37
H -3.63 2.73 -2.81
H -3.63 1.84 -1.30
H -3.95 -0.31 -2.71
H -3.05 1.68 -4.90
H -4.63 1.07 -4.66
H -3.36 -0.03 -5.21
H -1.63 -0.79 -4.55
H 0.03 -2.57 -2.77
H -0.37 -2.91 -4.38
H -1.66 -2.88 -3.30
H 1.12 -1.20 -4.62
H 1.08 0.13 -3.47
H 0.52 0.31 -5.18
H -1.25 2.05 -4.54
H -0.53 5.51 -4.74
H -0.38 4.03 -5.83
H 1.07 4.87 -5.16
H 1.20 5.07 -2.76
H 1.13 3.93 -0.56
H -1.19 3.53 1.51
H 0.11 4.96 3.14
H 2.45 5.71 3.83
H 3.33 5.50 2.31
H 3.80 4.53 3.74
H 3.58 2.76 2.12
H 4.06 -0.73 -0.17
H 5.09 2.10 0.37
H 5.89 0.57 -0.18
H 5.38 0.81 1.53
H 3.23 1.99 -1.23
H 2.35 0.49 -1.59
H 4.06 0.71 -2.08
H 3.28 0.61 3.31
H 0.56 -1.18 2.06
H 1.47 0.14 4.49
H 1.97 -1.60 4.48
H 4.92 -1.18 2.59
H 3.62 -2.43 2.57
H 4.17 -1.70 4.08
C -3.11 1.07 3.85
C -2.67 0.19 4.85
C -1.59 -0.64 4.61
C -0.94 -0.56 3.39
C -1.42 0.20 2.38
C -2.49 1.08 2.61
C 0.39 -1.34 3.21
C 0.27 -2.85 3.22
C 0.88 -3.66 2.29
C 1.63 -3.30 1.04
C 2.35 -4.43 0.55
C 2.83 -4.50 -0.75
C 2.73 -3.37 -1.54
C 2.15 -2.18 -1.06
C 1.64 -2.08 0.25
N 1.22 -0.75 0.64
H -3.99 1.69 4.01
H -3.18 0.11 5.80
H -1.10 -1.26 5.36
H -2.78 1.82 1.85
H -0.26 -3.30 4.03
H 0.96 -4.76 2.36
H 2.47 -5.30 1.23
H 3.10 -5.46 -1.23
H 3.03 -3.28 -2.59
H 2.09 -1.32 -1.74
I -6.80 -6.32 0.25
C -5.40 -4.76 0.67
C -5.80 -3.40 0.59
C -4.83 -2.37 0.52
C -3.48 -2.75 0.58
C -3.08 -4.07 0.82
C -4.05 -5.05 0.93
C -2.42 -1.80 0.41
O -1.15 -2.20 0.35
O -2.74 -0.58 0.21
H -6.87 -3.23 0.65
H -5.09 -1.34 0.35
H -2.01 -4.27 0.89
H -3.76 -6.04 1.30
```

Output
LUMO (alpha / beta) ... -7.448 / -7.443 eV
E_tot ... -110076.2680 eV
Net charge ... +2
Energy relative to the best compared isomer or geometry (same formula, charge and spin) ... 0.0 kcal per mole

=====

# 2
Below is C48H54MnN4Te as an isolated structure, with properties calculated with ωB97M-V/def2-TZVPD.

Structure (XYZ):
```
108
C48H54MnN4Te, DFT ωB97M-V/def2-TZVPD
Mn 0.04 0.87 0.13
C -5.79 -1.48 0.80
C -5.34 -0.12 1.37
C -4.14 0.43 0.67
C -4.13 1.26 -0.44
C -5.31 1.80 -1.18
C -5.79 3.13 -0.57
C -2.78 1.59 -0.69
N -1.95 0.95 0.20
C -2.79 0.25 1.05
C -2.35 -0.44 2.19
C -1.06 -0.54 2.59
C -0.63 -1.18 3.82
C -1.56 -1.71 4.86
C -2.16 -0.57 5.70
C 0.73 -1.14 3.83
C 1.14 -0.51 2.60
C 2.44 -0.44 2.17
C 2.86 0.23 1.01
N 2.02 0.98 0.21
C 2.85 1.66 -0.66
C 2.43 2.64 -1.56
C 1.13 2.99 -1.79
N 0.03 2.35 -1.25
C -1.07 2.92 -1.85
C -2.36 2.54 -1.64
C -0.66 3.98 -2.74
C 0.70 4.03 -2.71
C 1.60 4.99 -3.40
C 1.89 6.22 -2.53
C -1.58 4.84 -3.55
C -1.96 4.18 -4.89
C 4.20 1.27 -0.46
C 4.20 0.37 0.59
C 5.35 -0.42 1.14
C 5.37 -1.84 0.55
C 5.36 1.76 -1.27
C 5.41 1.11 -2.66
N 0.04 -0.09 1.88
C 1.66 -1.59 4.91
C 2.20 -3.01 4.72
H -6.73 -1.79 1.25
H -5.04 -2.24 1.00
H -5.92 -1.41 -0.28
H -5.13 -0.23 2.44
H -6.16 0.59 1.28
H -6.13 1.08 -1.15
H -5.06 1.96 -2.23
H -6.07 2.99 0.48
H -6.65 3.53 -1.11
H -4.98 3.87 -0.59
H -3.11 -0.93 2.79
H -1.02 -2.40 5.51
H -2.36 -2.27 4.38
H -1.37 -0.01 6.21
H -2.84 -0.97 6.46
H -2.71 0.12 5.07
H 3.20 -0.90 2.79
H 3.19 3.16 -2.12
H -3.13 3.03 -2.22
H 1.14 5.32 -4.33
H 2.54 4.50 -3.66
H 0.96 6.71 -2.25
H 2.52 6.94 -3.06
H 2.41 5.92 -1.61
H -1.11 5.80 -3.74
H -2.49 5.04 -2.98
H -1.07 4.06 -5.51
H -2.67 4.80 -5.43
H -2.40 3.20 -4.73
H 5.28 -0.49 2.23
H 6.29 0.09 0.91
H 4.47 -2.38 0.83
H 6.24 -2.40 0.91
H 5.42 -1.79 -0.54
H 6.29 1.55 -0.74
H 5.29 2.84 -1.39
H 5.53 0.03 -2.57
H 6.26 1.50 -3.23
H 4.50 1.32 -3.22
H 1.15 -1.54 5.87
H 2.50 -0.89 4.97
H 1.39 -3.73 4.71
H 2.89 -3.27 5.53
H 2.75 -3.09 3.78
Te -0.81 -1.53 -1.48
C 0.50 -2.93 -2.45
C -0.02 -3.83 -3.37
C 0.78 -4.83 -3.90
C 2.10 -4.94 -3.51
C 2.64 -4.03 -2.60
C 1.84 -3.02 -2.08
C -1.04 -2.93 0.11
C 0.06 -3.37 0.83
C -0.08 -4.39 1.76
C -1.33 -4.93 2.01
C -2.44 -4.46 1.33
C -2.29 -3.49 0.35
H -1.06 -3.75 -3.66
H 0.37 -5.53 -4.62
H 2.73 -5.73 -3.91
H 3.67 -4.11 -2.30
H 2.27 -2.29 -1.40
H 1.03 -2.91 0.68
H 0.79 -4.76 2.28
H -1.44 -5.72 2.75
H -3.42 -4.87 1.54
H -3.15 -3.15 -0.22
```

Output
LUMO (alpha / beta) ... -0.250 / -0.969 eV
Multiplicity ... 6
E_tot ... -95228.9164 eV

=====

# 3
Below is C48H55AsCsN9O3S4 as an isolated structure in a non-equilibrium geometry, with properties calculated with ωB97M-V/def2-TZVPD.

Structure (XYZ):
```
121
C48H55AsCsN9O3S4, DFT ωB97M-V/def2-TZVPD
Cs -0.38 -1.28 1.45
C -1.21 -4.54 -1.13
C -2.29 -3.52 -1.51
C -3.37 -3.38 -0.46
C -4.71 -3.22 -0.81
C -5.63 -2.98 0.20
C -5.20 -2.90 1.51
C -3.84 -3.08 1.76
N -2.96 -3.33 0.80
N 0.12 -4.08 -1.48
C 0.28 -4.01 -2.92
C 1.57 -3.36 -3.35
C 2.54 -4.08 -4.04
C 3.74 -3.45 -4.36
C 3.91 -2.13 -3.97
C 2.87 -1.49 -3.32
N 1.72 -2.08 -3.03
C 1.16 -4.86 -0.81
C 2.39 -4.05 -0.43
C 3.67 -4.46 -0.77
C 4.75 -3.71 -0.31
C 4.51 -2.60 0.47
C 3.19 -2.27 0.76
N 2.16 -2.98 0.32
H -1.44 -5.52 -1.60
H -1.24 -4.67 -0.05
H -2.75 -3.73 -2.47
H -1.80 -2.54 -1.60
H -5.01 -3.26 -1.85
H -6.68 -2.84 -0.05
H -5.87 -2.67 2.32
H -3.44 -3.01 2.76
H -0.54 -3.40 -3.32
H 0.20 -5.01 -3.38
H 2.37 -5.12 -4.29
H 4.52 -3.99 -4.88
H 4.84 -1.61 -4.17
H 2.96 -0.46 -3.00
H 1.46 -5.74 -1.40
H 0.74 -5.22 0.13
H 3.82 -5.34 -1.38
H 5.76 -4.01 -0.56
H 5.31 -1.99 0.86
H 2.95 -1.42 1.40
C 2.89 3.99 -5.32
C 2.08 3.66 -4.10
C 2.17 4.35 -2.94
C 1.40 4.00 -1.79
C 1.74 4.63 -0.58
N 1.45 4.37 0.69
C 0.77 3.23 1.33
C 0.72 3.38 2.84
C -0.29 2.35 3.35
N -0.41 2.36 4.80
C -1.31 1.39 5.40
C -2.64 1.23 4.70
C -3.77 1.73 5.29
C -5.05 1.66 4.69
C -6.25 2.25 5.37
C -5.11 1.10 3.43
C -4.00 0.58 2.77
C -4.14 0.29 1.35
N -3.22 0.07 0.50
C -3.59 0.11 -0.90
C -3.22 1.51 -1.42
C -2.68 1.63 -2.84
N -1.65 0.64 -3.11
C -0.41 0.90 -3.20
C 0.36 2.19 -3.12
C 1.19 2.53 -4.14
C 0.34 3.02 -1.91
O -0.52 2.87 -1.04
C -2.73 0.52 3.46
O -1.73 -0.08 2.98
H 3.63 4.77 -5.09
H 2.27 4.36 -6.14
H 3.43 3.12 -5.69
H 2.89 5.16 -2.85
H 2.41 5.48 -0.69
H 1.85 5.00 1.36
H 1.31 2.32 1.06
H -0.23 3.14 0.91
H 0.42 4.40 3.13
H 1.70 3.16 3.28
H 0.07 1.38 2.99
H -1.27 2.55 2.91
H 0.51 2.18 5.19
H -1.55 1.79 6.40
H -3.68 2.22 6.25
H -6.13 2.24 6.45
H -7.16 1.68 5.13
H -6.43 3.29 5.08
H -6.06 1.10 2.90
H -5.19 0.38 1.00
H -4.66 -0.11 -1.06
H -3.01 -0.63 -1.44
H -2.45 1.87 -0.75
H -4.07 2.19 -1.30
H -2.33 2.66 -3.00
H -3.48 1.43 -3.57
H 0.24 0.05 -3.39
H 1.20 1.91 -5.03
S 2.40 -1.70 6.61
As 1.22 -1.26 4.89
S 2.23 0.13 3.55
S 0.50 -3.03 3.92
S -0.52 -0.20 6.02
O 0.53 0.10 -0.65
H -0.05 0.87 -0.63
H 1.43 0.45 -0.56
C 5.61 2.64 -0.01
C 5.01 1.97 1.05
C 3.83 1.28 0.81
N 3.23 1.25 -0.38
C 3.81 1.90 -1.38
C 5.00 2.61 -1.25
H 6.53 3.19 0.14
H 5.44 1.96 2.04
H 3.33 0.75 1.61
H 3.30 1.86 -2.34
H 5.42 3.12 -2.10
```

Output
LUMO ... 3.187 eV
E_tot ... -174951.8869 eV
Net charge ... -2

=====

# 4
Below is C48H55FGeN5O4S2Tc as an isolated structure, with properties calculated with ωB97M-V/def2-TZVPD.

Structure (XYZ):
```
117
C48H55FGeN5O4S2Tc, DFT ωB97M-V/def2-TZVPD
Tc -0.17 0.25 -0.09
C 5.56 -1.85 4.43
C 5.40 -0.38 4.07
N 4.52 -0.17 2.92
C 3.22 0.09 3.13
C 2.26 0.24 2.18
C 0.87 0.55 2.74
O 0.78 0.67 3.95
O -0.11 0.69 1.92
C 2.65 0.15 0.81
O 1.91 0.27 -0.19
C 4.08 -0.09 0.57
C 4.53 -0.17 -0.75
C 5.84 -0.47 -1.00
F 6.28 -0.50 -2.28
C 6.75 -0.73 0.03
C 6.31 -0.63 1.33
C 4.98 -0.29 1.62
N 8.11 -1.10 -0.21
C 8.39 -1.97 -1.34
C 9.73 -2.65 -1.10
N 10.78 -1.58 -0.96
C 10.45 -0.62 0.16
C 9.08 -0.03 -0.10
H 6.23 -1.96 5.28
H 5.97 -2.42 3.59
H 4.60 -2.28 4.69
H 6.36 0.10 3.86
H 4.96 0.17 4.90
H 2.90 0.18 4.17
H 3.85 0.02 -1.57
H 7.01 -0.86 2.12
H 8.41 -1.44 -2.30
H 7.62 -2.74 -1.41
H 10.02 -3.29 -1.94
H 9.73 -3.22 -0.18
H 10.82 -1.05 -1.84
H 11.70 -1.99 -0.82
H 11.24 0.13 0.20
H 10.46 -1.21 1.07
H 9.11 0.59 -1.01
H 8.82 0.62 0.73
C 0.14 4.43 -1.16
C 0.12 3.47 0.03
C -0.96 3.89 1.03
C 1.49 3.48 0.71
O -0.19 2.20 -0.46
H 0.37 5.45 -0.85
H -0.83 4.43 -1.65
H 0.89 4.11 -1.89
H -0.69 4.82 1.54
H -1.08 3.10 1.78
H -1.91 4.04 0.52
H 1.79 4.50 0.96
H 2.24 3.05 0.04
H 1.47 2.89 1.63
C 1.41 0.27 -3.22
S -0.25 0.08 -2.57
C -0.68 -1.54 -3.22
H 1.35 0.45 -4.29
H 2.01 -0.61 -3.02
H 1.84 1.14 -2.72
H 0.00 -2.30 -2.85
H -0.64 -1.50 -4.31
H -1.70 -1.76 -2.90
C 0.08 -1.73 0.56
Ge 0.07 -3.58 0.00
C 0.85 -4.66 1.46
C 1.92 -4.14 2.20
C 2.53 -4.89 3.19
C 2.08 -6.18 3.46
C 1.03 -6.71 2.73
C 0.42 -5.95 1.74
C -1.70 -4.30 -0.40
C -2.15 -4.50 -1.71
C -3.43 -4.96 -1.97
C -4.29 -5.24 -0.91
C -3.86 -5.05 0.40
C -2.58 -4.58 0.65
C 1.27 -3.95 -1.52
C 1.18 -5.12 -2.28
C 2.10 -5.39 -3.28
C 3.13 -4.50 -3.54
C 3.24 -3.34 -2.79
C 2.32 -3.07 -1.79
H 0.44 -1.77 1.60
H 2.27 -3.13 2.00
H 3.35 -4.48 3.76
H 2.55 -6.76 4.25
H 0.68 -7.71 2.94
H -0.40 -6.38 1.18
H -1.49 -4.29 -2.55
H -3.76 -5.11 -2.99
H -5.29 -5.61 -1.11
H -4.53 -5.26 1.22
H -2.26 -4.43 1.67
H 0.38 -5.82 -2.08
H 2.01 -6.30 -3.86
H 3.84 -4.71 -4.33
H 4.04 -2.64 -3.00
H 2.39 -2.16 -1.21
N -2.57 -1.26 1.83
C -3.03 -0.29 1.04
N -2.35 0.30 0.07
C -3.17 1.25 -0.58
C -2.81 2.09 -1.63
C -3.75 2.97 -2.15
C -5.05 3.03 -1.64
C -5.42 2.21 -0.59
C -4.47 1.34 -0.08
S -4.68 0.22 1.23
H -1.59 -1.48 1.74
H -3.05 -1.45 2.69
H -1.81 2.09 -2.01
H -3.47 3.62 -2.97
H -5.76 3.73 -2.06
H -6.42 2.26 -0.17
```

Output
LUMO (alpha / beta) ... -3.337 / -3.337 eV
Multiplicity ... 4
E_tot ... -149406.1053 eV
Net charge ... +1
Energy relative to the best compared isomer or geometry (same formula, charge and spin) ... 0.0 kcal per mole

=====

Question: E_tot of number 1 (C48H54IN2O2P2V)?
Answer: -110076.2680 eV

=====

Question: Which value of E_tot does entry 4 give?
Answer: -149406.1053 eV

=====

Question: Which of these has the highest E_tot?
Answer: C48H54MnN4Te